{
  "formula": "C49H100F16N9O16S8",
  "method": "ωB97M-V with the def2-TZVPD basis set",
  "symbols": ["C", "C", "C", "N", "C", "C", "C", "C", "C", "C", "H", "H", "H", "H", "H", "H", "H", "H", "H", "H", "H", "H", "H", "H", "H", "H", "H", "H", "H", "H", "C", "C", "C", "N", "C", "C", "C", "C", "C", "C", "H", "H", "H", "H", "H", "H", "H", "H", "H", "H", "H", "H", "H", "H", "H", "H", "H", "H", "H", "H", "C", "C", "C", "N", "C", "C", "C", "C", "C", "C", "H", "H", "H", "H", "H", "H", "H", "H", "H", "H", "H", "H", "H", "H", "H", "H", "H", "H", "H", "H", "C", "C", "C", "N", "C", "C", "C", "C", "C", "C", "H", "H", "H", "H", "H", "H", "H", "H", "H", "H", "H", "H", "H", "H", "H", "H", "H", "H", "H", "H", "C", "C", "C", "N", "C", "C", "C", "C", "C", "C", "H", "H", "H", "H", "H", "H", "H", "H", "H", "H", "H", "H", "H", "H", "H", "H", "H", "H", "H", "H", "N", "S", "O", "O", "F", "S", "O", "O", "F", "N", "S", "O", "O", "F", "S", "O", "O", "F", "C", "F", "F", "F", "S", "O", "O", "N", "S", "O", "O", "C", "F", "F", "F", "C", "F", "F", "F", "S", "O", "O", "N", "S", "O", "O", "C", "F", "F", "F"],
  "positions_angstrom": [[-2.484, 18.443, -19.514], [-3.982, 18.337, -19.743], [-4.625, 18.441, -18.338], [-6.176, 18.799, -18.458], [-6.317, 20.326, -18.892], [-7.701, 20.820, -18.753], [-8.287, 20.597, -17.388], [-8.122, 19.114, -16.931], [-6.687, 18.692, -16.992], [-6.920, 17.807, -19.417], [-2.070, 19.431, -19.716], [-1.920, 17.978, -20.323], [-2.054, 18.104, -18.572], [-4.213, 17.322, -20.068], [-4.295, 19.057, -20.499], [-4.190, 19.223, -17.716], [-4.600, 17.491, -17.805], [-5.540, 20.741, -18.250], [-5.998, 20.349, -19.934], [-7.680, 21.867, -19.054], [-8.328, 20.241, -19.431], [-7.959, 21.314, -16.635], [-9.296, 21.011, -17.375], [-8.434, 18.995, -15.894], [-8.847, 18.507, -17.473], [-5.974, 19.234, -16.370], [-6.390, 17.662, -16.797], [-6.779, 16.839, -18.936], [-6.446, 17.925, -20.392], [-7.953, 18.150, -19.473], [-10.113, 20.317, -12.793], [-8.635, 20.805, -12.811], [-8.390, 22.237, -12.281], [-6.881, 22.605, -11.992], [-6.299, 21.792, -10.769], [-4.763, 22.052, -10.485], [-3.802, 22.100, -11.697], [-4.479, 22.678, -12.990], [-5.955, 22.308, -13.249], [-6.879, 24.092, -11.619], [-10.342, 20.157, -11.740], [-10.232, 19.277, -13.098], [-10.770, 20.976, -13.360], [-8.303, 20.739, -13.847], [-7.956, 20.179, -12.233], [-8.897, 22.338, -11.322], [-8.686, 22.944, -13.055], [-6.340, 20.734, -11.030], [-6.998, 21.993, -9.957], [-4.319, 21.335, -9.794], [-4.618, 23.030, -10.026], [-3.649, 21.033, -11.857], [-2.864, 22.461, -11.274], [-4.045, 22.293, -13.913], [-4.384, 23.760, -13.076], [-6.037, 21.222, -13.302], [-6.554, 22.731, -14.056], [-7.414, 24.068, -10.670], [-7.300, 24.752, -12.377], [-5.857, 24.282, -11.290], [-4.892, 20.979, -6.771], [-5.492, 19.848, -7.521], [-5.421, 18.585, -6.634], [-5.831, 17.304, -7.384], [-4.776, 17.136, -8.556], [-4.808, 15.659, -9.177], [-4.881, 14.545, -8.108], [-5.939, 14.754, -7.043], [-5.721, 16.159, -6.348], [-7.240, 17.358, -8.012], [-5.401, 21.063, -5.810], [-5.035, 21.891, -7.350], [-3.827, 20.859, -6.569], [-5.079, 19.708, -8.520], [-6.479, 20.083, -7.919], [-6.187, 18.695, -5.866], [-4.421, 18.454, -6.222], [-3.726, 17.306, -8.318], [-5.130, 17.752, -9.383], [-3.944, 15.550, -9.833], [-5.686, 15.605, -9.821], [-3.913, 14.416, -7.623], [-4.885, 13.533, -8.511], [-5.713, 14.012, -6.277], [-6.958, 14.572, -7.385], [-4.743, 16.198, -5.868], [-6.451, 16.195, -5.540], [-7.911, 17.670, -7.212], [-7.499, 16.436, -8.533], [-7.113, 18.173, -8.725], [-10.548, 16.108, -9.460], [-10.074, 14.684, -9.505], [-9.845, 14.147, -10.976], [-9.003, 12.848, -10.950], [-7.601, 13.054, -10.351], [-6.514, 11.948, -10.698], [-6.457, 11.740, -12.177], [-7.901, 11.403, -12.682], [-8.859, 12.512, -12.427], [-9.742, 11.727, -10.223], [-11.058, 16.241, -8.506], [-11.146, 16.312, -10.349], [-9.755, 16.761, -9.824], [-10.666, 13.932, -8.983], [-9.148, 14.583, -8.939], [-9.355, 14.797, -11.700], [-10.821, 13.775, -11.286], [-7.242, 13.967, -10.826], [-7.723, 13.043, -9.268], [-5.495, 12.114, -10.347], [-6.700, 11.038, -10.127], [-5.979, 12.574, -12.690], [-5.782, 10.888, -12.253], [-7.917, 11.319, -13.769], [-8.188, 10.421, -12.307], [-8.502, 13.441, -12.873], [-9.832, 12.238, -12.834], [-9.915, 11.965, -9.174], [-9.120, 10.835, -10.305], [-10.779, 11.642, -10.548], [1.145, 15.466, -13.294], [-0.303, 15.545, -13.848], [-0.791, 14.115, -14.107], [-2.354, 13.884, -13.923], [-2.574, 12.395, -14.277], [-2.241, 12.205, -15.802], [-2.968, 13.114, -16.760], [-2.852, 14.586, -16.360], [-3.125, 14.895, -14.866], [-2.914, 14.108, -12.531], [1.270, 15.109, -12.272], [1.558, 16.475, -13.321], [1.773, 14.863, -13.950], [-0.270, 15.988, -14.843], [-0.984, 16.146, -13.245], [-0.308, 13.326, -13.529], [-0.493, 13.861, -15.124], [-2.001, 11.883, -13.503], [-3.640, 12.195, -14.167], [-1.184, 11.989, -15.959], [-2.635, 11.220, -16.051], [-2.461, 12.962, -17.713], [-3.991, 12.754, -16.871], [-1.860, 14.992, -16.557], [-3.472, 15.184, -17.027], [-2.806, 15.894, -14.567], [-4.212, 14.916, -14.785], [-2.180, 13.656, -11.864], [-3.869, 13.608, -12.367], [-2.965, 15.170, -12.291], [-8.747, 15.339, -17.535], [-7.935, 14.382, -16.801], [-6.664, 13.975, -17.363], [-8.631, 13.358, -16.005], [-7.305, 15.406, -15.698], [-9.005, 14.354, -18.878], [-9.228, 12.894, -18.710], [-8.307, 14.826, -20.044], [-10.471, 14.723, -19.303], [-5.055, 16.731, -12.860], [-4.571, 18.136, -12.672], [-4.754, 18.924, -11.425], [-4.563, 18.877, -13.992], [-2.992, 17.725, -12.601], [-6.694, 17.301, -12.790], [-7.298, 18.214, -13.743], [-7.177, 17.370, -11.396], [-7.369, 15.833, -13.147], [-0.756, 19.769, -14.621], [0.034, 20.840, -14.622], [-0.388, 18.901, -13.651], [-2.055, 20.115, -14.368], [-0.472, 18.865, -16.286], [-1.441, 17.722, -16.273], [-0.593, 19.896, -17.325], [1.234, 18.583, -16.092], [1.376, 17.454, -17.126], [0.711, 16.184, -16.969], [1.232, 17.996, -18.465], [3.212, 17.040, -16.787], [3.940, 18.174, -16.648], [3.286, 16.274, -15.729], [3.671, 16.313, -17.737], [-1.082, 19.194, -10.041], [-0.740, 17.946, -10.381], [-0.464, 20.025, -10.879], [-2.428, 19.353, -9.925], [-0.346, 19.553, -8.288], [1.093, 19.234, -8.386], [-0.682, 20.937, -8.032], [-1.171, 18.354, -7.323], [-0.872, 18.954, -5.967], [0.504, 19.090, -5.618], [-1.783, 20.034, -5.587], [-1.528, 17.497, -4.809], [-2.833, 17.414, -5.028], [-0.827, 16.368, -5.128], [-1.391, 17.843, -3.525]],
  "mulliken_charge": [-1.34, -0.37, -0.28, 0.30, -0.53, -0.73, -0.59, -0.55, -0.19, -0.98, 0.42, 0.50, -0.08, 0.46, 0.26, 0.33, 0.21, 0.39, 0.42, 0.50, 0.28, -0.02, 0.56, 0.25, 0.33, 0.18, -0.02, 0.24, 0.37, 0.52, -1.70, 1.93, -0.74, 0.15, 0.11, -0.06, 0.17, -1.46, -0.15, -0.99, 0.44, 0.38, 0.39, -0.48, -0.74, 0.25, 0.46, -0.54, 0.52, -0.44, 0.60, -0.58, 0.64, 0.54, 0.48, 0.09, 0.54, 0.41, 0.31, 0.46, -1.57, 1.30, -0.55, 0.52, -0.26, 0.23, -0.88, -0.67, -0.49, -0.58, 0.50, 0.38, 0.19, -0.73, 0.25, 0.71, -0.15, 0.21, -0.04, 0.55, -0.63, 0.51, 0.28, 0.54, 0.02, 0.18, 0.56, 0.27, 0.12, 0.13, -1.38, 0.33, -0.60, 0.30, -0.20, -1.05, -0.15, -1.39, -0.30, -0.92, 0.36, 0.46, 0.20, 0.47, -0.16, 0.10, 0.40, -0.05, 0.65, 0.24, 0.53, -0.24, 0.62, 0.63, 0.35, 0.20, 0.46, 0.37, 0.43, 0.32, -1.74, 2.15, -1.25, 0.82, -0.22, -1.07, -0.70, 0.03, 0.27, -0.42, 0.38, 0.43, 0.45, -0.71, -0.84, 0.34, 0.65, 0.55, 0.05, 0.31, 0.60, 0.47, 0.25, -0.12, -0.03, -0.41, 0.46, 0.52, -0.05, -0.15, -0.02, 0.96, -0.61, -0.63, -0.13, 0.97, -0.55, -0.61, -0.27, 0.20, 0.33, 0.06, -0.17, -0.46, -0.35, 0.20, -0.26, -0.44, 0.38, -0.22, -0.16, -0.08, 0.79, -0.12, -0.61, -0.55, 1.04, -0.59, -0.63, 0.49, -0.23, -0.19, -0.21, 0.40, -0.21, -0.16, 0.04, 0.99, -0.65, -0.62, -0.20, 0.81, -0.59, -0.66, 0.53, -0.31, -0.24, -0.22],
  "orbital_gap_ev": 7.231,
  "multiplicity": 1,
  "e_homo_ha": -0.36950,
  "relative_energy_kj_mol": 0.0,
  "charge": 1
}